{"formula": "C24H36FNO9", "method": "the ωB97M-V functional and the def2-TZVPD basis", "elements": ["O", "C", "F", "N", "C", "O", "C", "C", "C", "O", "C", "O", "C", "C", "O", "H", "H", "H", "H", "C", "C", "C", "O", "C", "H", "H", "H", "H", "H", "H", "H", "H", "C", "C", "C", "O", "C", "H", "H", "H", "H", "H", "H", "H", "H", "C", "C", "C", "O", "C", "H", "H", "H", "H", "H", "H", "H", "H", "C", "C", "C", "O", "C", "H", "H", "H", "H", "H", "H", "H", "H"], "coordinates": [[3.9209, -1.4944, 0.1187], [2.7694, -1.3267, -0.1533], [1.9558, -2.3868, -0.2371], [2.1973, -0.0534, -0.3872], [1.3890, 0.0409, -1.6051], [1.7838, 0.6503, -2.5491], [0.0339, -0.6114, -1.6078], [-0.1479, -1.8022, -2.1452], [-1.5186, -2.3841, -2.0682], [-1.9881, -3.0840, -2.9261], [-2.2551, -2.0287, -0.8050], [-3.0613, -2.9628, -0.2338], [-2.0853, -0.8346, -0.2719], [-1.1449, 0.0753, -1.0018], [-1.3150, 1.2627, -1.0904], [1.6069, 0.2162, 0.4003], [0.6696, -2.3172, -2.6174], [-2.6200, -3.2920, 0.5513], [-2.5593, -0.5325, 0.6424], [-0.3646, 2.9483, 3.2180], [1.0577, 3.2901, 2.7826], [1.8136, 2.0244, 3.1552], [0.8782, 0.9397, 3.0274], [-0.4457, 1.4689, 2.8790], [-1.1312, 3.5391, 2.7194], [-0.4701, 3.0915, 4.2960], [1.0895, 3.4414, 1.7006], [1.4626, 4.1795, 3.2616], [2.1567, 2.0570, 4.1934], [2.6747, 1.8440, 2.5136], [-0.7501, 1.3149, 1.8368], [-1.1324, 0.9257, 3.5297], [-4.6707, 3.0432, -3.0966], [-5.4725, 3.9926, -2.2128], [-5.8630, 3.0840, -1.0557], [-4.8118, 2.1249, -0.9191], [-3.9482, 2.1938, -2.0610], [-3.9883, 3.5472, -3.7793], [-5.3489, 2.4232, -3.6883], [-4.8302, 4.8012, -1.8558], [-6.3331, 4.4370, -2.7107], [-6.7936, 2.5467, -1.2697], [-5.9838, 3.6235, -0.1154], [-3.0133, 2.6566, -1.7536], [-3.7364, 1.1840, -2.4150], [6.3017, 3.1736, 5.1853], [6.0702, 4.6142, 4.7446], [5.5345, 4.4235, 3.3336], [4.8336, 3.1748, 3.3273], [5.1294, 2.4582, 4.5316], [6.3272, 3.0427, 6.2659], [7.2441, 2.8044, 4.7746], [5.3100, 5.0801, 5.3763], [6.9649, 5.2338, 4.7771], [6.3490, 4.3628, 2.6046], [4.8548, 5.2196, 3.0273], [4.2426, 2.4842, 5.1745], [5.3493, 1.4185, 4.2875], [-1.9827, -6.8363, -4.2944], [-1.5136, -8.2855, -4.2193], [-0.0059, -8.1181, -4.0939], [0.2092, -6.8850, -3.4032], [-1.0187, -6.1497, -3.3397], [-3.0256, -6.6957, -4.0154], [-1.8460, -6.4514, -5.3077], [-1.9148, -8.7609, -3.3210], [-1.8023, -8.8873, -5.0799], [0.4692, -8.0482, -5.0786], [0.4660, -8.9302, -3.5393], [-1.3882, -6.1880, -2.3083], [-0.8340, -5.1109, -3.6026]], "atomic_forces_ev_per_a": [[-1.44, 0.09, -0.29], [2.57, 0.23, 0.76], [-0.45, 0.09, -0.18], [-0.91, -0.37, -0.44], [-0.30, 0.53, -0.30], [0.25, -0.18, 0.10], [0.49, 0.13, 0.15], [-0.20, 0.10, -0.03], [0.03, -0.42, -0.15], [-0.02, -0.15, 0.03], [-0.14, -0.24, 0.42], [-0.18, -0.36, -0.56], [0.76, 0.54, -0.56], [-0.38, -0.04, 0.81], [0.44, 0.28, 0.26], [0.14, -0.05, 0.31], [-0.11, -0.38, -0.35], [-0.05, -0.14, 0.28], [-0.32, 0.35, 0.06], [0.06, 0.06, 0.12], [-0.05, -0.03, -0.16], [0.06, -0.02, 0.13], [-0.04, 0.06, -0.18], [0.04, -0.10, -0.17], [0.00, -0.02, -0.03], [-0.02, -0.01, -0.01], [0.02, 0.02, 0.01], [0.02, -0.02, 0.02], [0.03, 0.04, -0.02], [0.01, -0.06, 0.03], [-0.16, 0.10, 0.03], [0.06, -0.08, 0.00], [-0.17, -0.14, -0.06], [0.10, 0.10, 0.04], [-0.07, -0.14, -0.04], [-0.01, 0.03, -0.07], [-0.09, 0.21, 0.00], [0.02, 0.01, 0.02], [0.01, 0.01, -0.01], [-0.02, 0.00, 0.00], [-0.01, -0.02, 0.00], [-0.04, 0.07, 0.00], [0.03, -0.05, 0.03], [0.07, 0.03, -0.07], [-0.02, -0.03, 0.06], [0.14, -0.04, -0.07], [-0.12, 0.05, 0.10], [0.08, -0.06, -0.14], [0.07, 0.06, 0.17], [-0.13, 0.02, 0.00], [-0.02, 0.00, 0.00], [-0.01, -0.01, 0.01], [0.01, 0.01, -0.01], [0.01, -0.01, -0.02], [0.01, 0.07, 0.01], [-0.04, -0.05, -0.03], [0.04, -0.04, 0.06], [-0.04, 0.01, -0.07], [0.03, 0.01, -0.14], [-0.06, -0.05, 0.12], [0.07, 0.09, -0.10], [-0.10, -0.05, -0.04], [0.06, -0.08, 0.15], [0.01, 0.00, 0.02], [-0.01, 0.02, 0.01], [0.01, -0.01, -0.01], [0.01, 0.01, -0.01], [-0.02, -0.07, -0.02], [0.04, 0.04, 0.03], [-0.07, 0.05, -0.02], [0.07, 0.00, 0.00]], "homo_lumo_gap_ha": 0.293, "homo_ev": -9.32, "largest_force_ev_per_a": 2.69, "smiles": "O=C(F)NC(=O)C1=CC(=O)C(O)=CC1=O.C1CCOC1.C1CCOC1.C1CCOC1.C1CCOC1"}

---

{"formula": "C20H57F4N7O14PbS4", "method": "the ωB97M-V functional and the def2-TZVPD basis", "elements": ["Pb", "N", "S", "O", "O", "F", "S", "O", "O", "F", "N", "S", "O", "O", "F", "S", "O", "O", "F", "O", "H", "H", "C", "C", "C", "O", "C", "N", "H", "H", "H", "H", "H", "H", "H", "H", "H", "H", "H", "C", "C", "C", "O", "C", "N", "H", "H", "H", "H", "H", "H", "H", "H", "H", "H", "H", "C", "C", "C", "O", "C", "N", "H", "H", "H", "H", "H", "H", "H", "H", "H", "H", "H", "C", "C", "C", "O", "C", "N", "H", "H", "H", "H", "H", "H", "H", "H", "H", "H", "H", "C", "C", "C", "O", "C", "N", "H", "H", "H", "H", "H", "H", "H", "H", "H", "H", "H"], "coordinates": [[8.4243, -1.7136, -1.1771], [4.8871, 0.2109, -0.1862], [4.5858, 1.3947, 0.7247], [4.2190, 1.1481, 2.1197], [4.2953, 2.7286, 0.1119], [6.1998, 1.5715, 0.8476], [3.2989, -0.2588, -0.2820], [2.2484, 0.7494, -0.5476], [2.9052, -1.3703, 0.5797], [3.3186, -0.9836, -1.7308], [6.7681, -5.3781, -2.6250], [5.6385, -6.3637, -1.7631], [6.0185, -7.7431, -1.3405], [4.2619, -6.3178, -2.1322], [5.6170, -5.5832, -0.4026], [6.7579, -6.3334, -3.8169], [5.6738, -6.3501, -4.7294], [7.5194, -7.6010, -3.7982], [7.8621, -5.4374, -4.6100], [11.4608, 1.0094, -0.1878], [12.3991, 0.8938, -0.3381], [11.4071, 1.4768, 0.6458], [-4.8902, 3.1873, 2.6745], [-3.8248, 4.0649, 1.9962], [-2.4199, 3.4122, 2.2357], [-1.9510, 3.5920, 3.6019], [-0.9088, 4.5023, 3.7172], [-4.2763, 4.0407, 0.5713], [-5.9546, 3.4108, 2.6025], [-4.6761, 3.2670, 3.7403], [-4.8256, 2.1190, 2.4678], [-3.9661, 5.0812, 2.3640], [-1.6965, 3.7132, 1.4779], [-2.4456, 2.3450, 2.0158], [-1.2317, 5.3907, 3.1745], [0.0313, 4.1384, 3.3025], [-0.7673, 4.7905, 4.7588], [-3.6111, 4.4746, -0.0527], [-4.2642, 3.0643, 0.3132], [-2.4020, -5.6089, -6.7236], [-0.9273, -5.3997, -6.3465], [-0.1955, -4.1528, -6.9301], [-0.0121, -4.5244, -8.3551], [0.1182, -3.4546, -9.2454], [-0.8331, -5.4668, -4.9119], [-2.3586, -5.5850, -7.8125], [-3.0102, -4.8653, -6.2086], [-2.5890, -6.6219, -6.3672], [-0.4381, -6.3326, -6.6266], [0.7987, -4.0803, -6.4893], [-0.7486, -3.2326, -6.7417], [-0.5892, -2.6279, -9.1801], [0.1556, -3.8680, -10.2533], [1.1348, -3.0956, -9.0848], [-1.1609, -4.5775, -4.5631], [0.1524, -5.4532, -4.6913], [-4.3040, -2.4032, 0.2150], [-5.2739, -2.3133, -1.0337], [-6.7644, -2.3420, -0.5543], [-7.0413, -3.4585, 0.2052], [-8.3320, -3.7452, 0.5633], [-5.1117, -0.9461, -1.5576], [-4.6479, -1.7475, 1.0149], [-3.3150, -2.0402, -0.0644], [-4.2740, -3.4290, 0.5824], [-5.0060, -3.0702, -1.7709], [-7.3661, -2.3938, -1.4617], [-6.9421, -1.4034, -0.0293], [-8.3039, -4.2802, 1.5125], [-8.8387, -4.2697, -0.2468], [-8.8629, -2.8234, 0.8009], [-5.3416, -0.9453, -2.5411], [-4.1044, -0.8747, -1.5382], [1.2030, 8.7919, -3.7376], [0.4724, 9.0278, -2.4021], [-0.6581, 7.9533, -2.2321], [-1.3426, 7.8295, -1.0060], [-2.0978, 8.9923, -0.6396], [1.5208, 8.8726, -1.4088], [1.7479, 7.8496, -3.7936], [1.9387, 9.5736, -3.9266], [0.6527, 8.7100, -4.6749], [0.1394, 10.0657, -2.4104], [-0.1481, 6.9915, -2.2861], [-1.4359, 7.9698, -2.9955], [-2.8932, 8.7869, 0.0768], [-2.3808, 9.4842, -1.5702], [-1.3833, 9.6328, -0.1226], [1.1235, 8.7388, -0.4899], [2.1286, 8.0915, -1.6100], [3.6738, -1.1198, 8.4923], [2.4595, -1.8736, 8.3268], [1.7472, -2.4569, 9.6537], [0.5619, -3.2469, 9.3568], [0.7998, -4.3702, 8.5420], [1.5554, -0.9638, 7.6307], [3.4376, -0.2280, 9.0727], [3.9920, -0.7511, 7.5171], [4.4009, -1.6813, 9.0789], [2.7285, -2.7422, 7.7258], [1.3604, -1.6972, 10.3329], [2.5738, -3.0439, 10.0538], [1.5562, -5.0088, 8.9983], [1.0221, -3.9704, 7.5526], [-0.2084, -4.7797, 8.6040], [1.7925, -1.0500, 6.6527], [0.6063, -1.2884, 7.7491]], "atomic_forces_ev_per_a": [[-0.90, 0.00, 0.07], [-3.50, -3.06, -2.15], [3.46, 8.72, 3.99], [-0.30, -0.08, -2.67], [-0.23, -3.88, 1.32], [1.05, 0.48, 0.74], [-5.35, -3.78, -2.42], [3.11, -1.19, 1.19], [1.57, 2.02, -0.84], [0.96, 0.36, 0.57], [-2.65, -1.04, 4.06], [-2.03, -3.83, 4.29], [0.64, 3.78, -1.44], [0.59, 1.17, -1.17], [0.95, 0.94, 0.19], [5.82, -3.69, -7.64], [-1.18, 0.53, 0.61], [-1.67, 2.30, 1.35], [-0.14, 0.49, 0.00], [-0.44, -0.43, -0.22], [0.30, -0.01, -0.11], [-0.08, 0.23, 0.26], [0.33, -0.10, 1.87], [-1.40, -1.49, -1.12], [-0.21, 0.50, 0.54], [-0.92, -1.18, -1.01], [-0.12, 0.95, -0.34], [0.88, 0.07, 0.47], [0.22, 0.70, -0.60], [-0.04, -0.22, 0.31], [0.42, -0.02, -0.44], [0.63, 0.03, 0.09], [0.26, 0.86, 0.21], [-0.57, -0.26, 0.42], [0.48, 0.49, -0.07], [0.12, -0.10, -0.05], [-0.06, -0.27, 0.04], [0.26, 0.32, -0.07], [-0.26, -0.27, -0.28], [1.87, 0.07, -0.19], [-0.06, -0.23, 0.26], [-0.11, -2.46, -1.58], [-1.46, 0.58, 1.57], [1.64, -0.20, -0.20], [0.29, 0.69, 0.78], [-0.96, 0.19, -0.04], [-0.32, -0.06, -0.42], [-0.57, 0.18, -0.09], [0.46, 0.35, -0.83], [0.08, 0.14, 0.14], [-0.18, 0.13, -0.41], [-0.31, -0.19, 0.23], [-0.45, -0.02, -0.03], [0.14, 0.84, -0.13], [-0.33, 0.19, 0.53], [0.29, -0.23, 0.41], [-1.03, -0.20, -1.00], [-0.42, 0.85, 2.42], [0.84, -0.38, -1.33], [2.12, -0.92, 0.68], [-0.74, 0.74, 0.38], [0.67, -0.57, -0.22], [-0.21, -0.02, -0.03], [0.17, -0.31, -0.06], [0.19, 0.12, 0.04], [-0.29, -0.27, 0.10], [-0.39, 0.41, -0.29], [-0.11, 0.09, 0.14], [-0.08, -0.50, -0.30], [-0.33, -0.25, 0.15], [-0.40, 0.23, -0.16], [-0.24, 0.17, -0.25], [0.27, 0.81, -0.25], [0.12, -0.08, -0.93], [0.22, -1.23, -0.83], [0.27, -0.22, -0.02], [-0.37, 0.29, 0.96], [1.69, -0.07, -0.28], [-0.12, 0.55, 0.63], [0.16, -0.20, 0.70], [0.02, 0.09, 0.28], [-0.85, 0.42, 0.27], [-0.38, -0.06, 0.24], [0.12, -0.07, -0.36], [0.17, 0.39, -0.58], [-0.12, -0.40, -0.50], [-0.69, 0.21, 0.21], [-0.16, 0.55, 0.08], [0.04, -0.06, 0.17], [-0.13, -0.14, -0.04], [1.51, 1.32, 1.68], [-2.99, -1.04, 0.73], [0.20, 0.18, -2.17], [1.65, 1.53, 1.00], [-1.15, 1.01, 0.50], [-0.40, -0.53, -0.13], [0.10, 0.19, 0.08], [0.54, -0.29, 0.11], [0.57, 0.02, -0.46], [-0.29, -0.44, -0.13], [0.49, 0.14, -0.07], [-0.32, -0.41, 0.76], [0.12, -0.24, -0.37], [0.23, -0.84, -0.30], [0.34, -0.91, -0.68], [-0.34, 0.37, -0.34], [-0.28, -0.04, -0.20]], "homo_lumo_gap_ha": 0.042, "homo_ev": -8.73, "largest_force_ev_per_a": 10.29}